[1]
Computed, not measured: a 2-piece molecular cluster, C8H6BrFN2O2P overall, with the ωB97M-V functional and the def2-TZVPD basis.

Calculated values
- E: -97505.1573 eV
- E_HOMO: -4.020 eV
- Orbital gap: 4.95 eV
- Charge: -1
- Maximum force: 0.17336 Eh/bohr

Each line ends with the Löwdin charge.
Atoms and positions in Å:
Br: 1.61582 -0.56736 -3.64180  0.537
P: -1.91038 0.20623 -3.09117  0.648
F: 4.41028 -1.75752 3.67429  -0.665
O: -1.44311 1.14344 3.58104  -0.044
O: 3.27115 -0.24693 2.78356  -0.030
N: 0.77664 -0.09272 3.42183  0.046
N: -3.48693 0.25157 -2.62452  -0.381
C: -0.76574 0.14826 -1.54228  -0.325
C: 1.97275 -0.13686 2.47123  -0.259
C: -1.37911 0.42782 -0.02210  0.019
C: 1.88677 -0.33912 -0.52336  -0.011
C: -0.49309 0.53642 2.84691  -0.252
C: 1.26988 -0.07918 0.99007  0.017
C: -0.32721 0.32029 1.23066  -0.026
C: 0.84062 -0.22414 -1.82128  -0.573
H: 3.02874 -0.62266 -0.66101  0.111
H: -2.52300 0.68026 0.18243  0.109
H: 0.49162 -1.09938 3.53478  0.144
H: -1.68855 -1.02208 -3.84151  -0.008
H: -3.93254 1.11690 -3.01257  -0.058
H: -1.61461 1.35677 -3.93518  0.001

[2]
Computed, not measured: one molecule with the formula C3H2ClNOS, with the ωB97M-V functional and the def2-TZVPD basis.

Calculated values
- E: -30037.8940 eV
- SMILES string: S=c1[nH]c(Cl)co1
- Relative energy (zero: lowest compared OMol25 entry of this formula, charge and spin): 16.5 kJ/mol
- E_HOMO: -8.279 eV
- Orbital gap: 8.80 eV
- Maximum force: 0.04539 Eh/bohr

Each line ends with the Löwdin charge.
Atoms and positions in Å:
Cl: 2.69804 -0.43480 -0.06348  0.732
S: -2.74150 -0.45597 -0.04878  0.630
O: -0.75288 1.29310 -0.03020  0.004
N: -0.00984 -0.70563 0.14683  0.076
C: 0.59024 1.34377 0.05886  -0.106
C: 1.07965 0.08595 0.05918  -0.725
C: -1.16512 0.01176 0.00797  -0.884
H: 1.05991 2.31103 0.06004  0.132
H: 0.00075 -1.67814 0.25738  0.140

[3]
Computed, not measured: C22H42CeNOP3S as an isolated structure, with the ωB97M-V functional and the def2-TZVPD basis.

Calculated values
- E: -78636.6151 eV
- E_HOMO (alpha / beta): -15.769 / -15.710 eV
- Orbital gap (alpha / beta): 5.67 / 4.40 eV
- Charge: +3
- Maximum force: 0.03637 Eh/bohr
- Spin multiplicity: 2

Each line ends with the Löwdin charge.
Atoms and positions in Å:
Ce: -0.14420 0.18696 0.42829  0.504
S: -1.85337 1.97206 1.72032  0.703
P: 1.46971 -1.83141 -1.07884  0.759
P: -1.71020 -2.09075 0.94301  0.715
P: 1.49987 -1.23530 2.51444  0.736
O: -1.02343 0.60612 -1.56762  -0.245
N: -2.07131 1.51781 4.30426  0.084
C: -1.39472 1.30710 -3.80245  0.063
C: 0.41522 2.28525 -2.47456  0.033
C: -2.29187 -2.75001 -0.67580  -0.220
C: 3.10409 -0.34176 2.62059  -0.249
C: -1.49232 -3.61211 1.92101  -0.225
C: 0.13143 2.90648 -4.79058  0.037
C: 0.83645 2.99341 -3.59086  0.011
C: -0.16825 2.83811 3.73530  -0.058
C: -1.29830 2.11713 3.32712  -0.680
C: -1.85102 4.50304 -7.53594  -0.066
C: 0.89298 -0.88763 4.20804  -0.250
C: -0.63148 2.25996 6.03794  -0.008
C: -0.68565 1.39426 -2.58383  -0.311
C: -1.73047 1.52746 5.62969  -0.003
C: 0.97971 -1.76773 -2.85603  -0.241
C: 0.16497 2.90242 5.07990  0.003
C: 1.71216 -3.64730 -0.92054  -0.235
C: 3.22558 -1.28803 -1.24710  -0.240
C: -0.97576 2.05924 -4.88973  0.015
C: 2.07104 -2.96094 2.72145  -0.226
C: -3.29275 -1.43563 1.61489  -0.241
C: -0.66551 5.05908 -7.24238  -0.097
H: 0.94868 2.38000 -1.52160  0.099
H: -1.52545 1.98381 -5.82675  0.130
H: -2.43623 -4.16425 1.90643  0.073
H: 3.26707 -0.19167 -1.28262  0.045
H: 1.03740 3.46791 5.40075  0.141
H: 3.74057 -0.56902 1.75776  0.044
H: -3.54808 -0.47039 1.15239  0.035
H: -0.59227 5.95479 -6.61420  0.064
H: -0.11005 -1.88074 -2.94147  0.043
H: 1.56120 -3.44398 3.56990  0.067
H: -1.49819 -3.29081 -1.21043  0.046
H: 1.73148 3.61778 -3.52764  0.142
H: -2.65195 -1.93589 -1.32323  0.061
H: -2.78901 4.92963 -7.16426  0.062
H: 0.82717 0.19056 4.38575  0.027
H: -4.07871 -2.16736 1.39707  0.071
H: -2.92403 1.04883 4.01084  0.153
H: -1.23303 -3.36788 2.96113  0.052
H: -0.10311 -1.31983 4.36096  0.045
H: 3.15051 -2.97529 2.91729  0.071
H: 1.47404 -2.57999 -3.40816  0.068
H: 1.44732 1.09593 0.28139  -0.093
H: 2.55346 -3.87015 -0.25514  0.052
H: -3.12270 -3.43555 -0.46655  0.073
H: 2.92680 0.73837 2.64843  0.046
H: -1.92503 3.62239 -8.18367  0.061
H: -2.37707 0.95001 6.28997  0.153
H: 1.58554 -1.33186 4.93352  0.075
H: -0.41670 2.34831 7.10213  0.138
H: 0.42139 3.31965 2.96680  0.123
H: 0.80474 -4.11428 -0.51954  0.032
H: -3.23295 -1.28447 2.70252  0.053
H: 0.42647 3.51211 -5.64609  0.102
H: 3.82328 -1.63266 -0.39280  0.047
H: 1.86529 -3.53689 1.81135  0.012
H: 3.61617 -0.65623 3.53692  0.070
H: 1.25336 -0.79916 -3.29955  0.055
H: -0.69818 -4.24150 1.49749  0.051
H: 3.63657 -1.70390 -2.17635  0.072
H: -2.24598 0.63033 -3.82763  0.144
H: 1.91663 -4.06510 -1.91123  0.065
H: 0.27100 4.65111 -7.64187  0.059

[4]
Computed, not measured: C6H19BBrN3OP as an isolated structure, with the ωB97M-V functional and the def2-TZVPD basis.

Calculated values
- E: -93051.3455 eV
- E_HOMO: -12.893 eV
- Orbital gap: 9.87 eV
- Charge: +1
- Maximum force: 0.01423 Eh/bohr

Each line ends with the Löwdin charge.
Atoms and positions in Å:
Br: 1.22834 0.20240 2.76641  0.781
P: 0.15593 0.68959 0.05676  1.022
O: 0.25790 3.51401 -0.36131  0.175
N: 1.23945 -0.14163 -2.17634  -0.009
N: 2.44322 2.64441 0.25423  0.155
N: -2.54013 0.87224 -0.10923  -0.166
C: 1.20450 -0.50065 0.94079  -0.799
C: -0.10209 0.10593 -1.64314  -0.353
C: 0.70582 -1.95588 0.86700  -0.309
C: -1.49671 0.73535 0.89154  -0.325
C: 1.81312 -2.95033 0.47642  -0.078
C: -3.53765 -0.20060 -0.09886  -0.102
B: 1.04431 2.48023 -0.00518  -0.662
H: -4.18316 -0.10166 -0.96874  0.087
H: -3.02836 -1.16270 -0.17173  0.077
H: 2.65212 -2.45612 -0.01480  0.073
H: 1.43008 -3.70440 -0.20973  0.080
H: -1.49063 1.54283 1.62584  0.098
H: 0.29651 -2.22641 1.83732  0.093
H: 2.22793 -0.40619 0.58711  0.061
H: 2.67221 2.64402 1.24545  0.083
H: -0.11957 -2.02628 0.15413  0.089
H: -0.60234 0.91240 -2.17748  0.103
H: -0.69485 3.43131 -0.20881  0.109
H: -3.00306 1.76516 -0.00888  0.111
H: 1.29652 0.15416 -3.14385  0.089
H: -4.15075 -0.20974 0.80757  0.089
H: 2.19132 -3.47947 1.34870  0.083
H: -0.78940 -0.74308 -1.66811  0.095
H: 3.01179 1.90827 -0.15668  0.079
H: -1.58199 -0.20372 1.44444  0.091
H: 1.44965 -1.13344 -2.18085  0.079

[5]
Computed, not measured: a 7-piece molecular cluster, C5H27N2O7 overall, with the ωB97M-V functional and the def2-TZVPD basis.

Calculated values
- E: -22931.2189 eV
- Relative energy (zero: lowest compared OMol25 entry of this formula, charge and spin): 85.4 kJ/mol
- E_HOMO: -12.061 eV
- Orbital gap: 9.66 eV
- Charge: +1
- Maximum force: 0.05837 Eh/bohr

Each line ends with the Löwdin charge.
Atoms and positions in Å:
O: 0.86507 -2.79863 -1.77099  -0.049
O: 2.38840 -0.13673 2.60383  -0.063
O: -1.79346 -2.32473 -1.53581  -0.059
O: -1.23241 0.25611 -2.63625  -0.054
O: 1.34002 -0.23016 -2.19678  -0.078
O: -1.38718 -2.30653 1.21935  -0.019
O: 3.58851 2.09237 1.43527  -0.046
N: -1.33912 1.55140 0.07746  -0.284
N: 0.75410 -1.42698 0.78458  0.184
C: 0.26519 -0.24339 -0.01038  -0.257
C: -1.15705 2.99157 0.18303  -0.078
C: 1.38362 0.33265 -0.89352  -0.152
C: -2.71110 1.17036 0.39174  -0.077
C: -0.37629 0.80625 0.88662  -0.149
H: -3.39933 1.65318 -0.31235  0.099
H: 0.48670 0.02568 -2.59654  0.059
H: -0.89017 -2.65639 -1.72926  0.030
H: 1.14900 -2.12985 0.13839  0.137
H: -0.48242 -0.65030 -0.65941  0.088
H: 1.48157 -1.13566 1.46618  0.106
H: -1.84794 3.50392 -0.47335  0.091
H: -0.84326 0.33547 1.75857  0.131
H: -0.05620 -1.85998 1.24187  0.028
H: 2.36502 0.08971 -0.50040  0.130
H: 1.22414 -3.41073 -2.40502  0.076
H: -1.62523 -0.59222 -2.30797  0.038
H: 3.52191 2.91743 1.91332  0.061
H: -1.69268 -2.33944 0.29139  0.041
H: -1.28246 3.36861 1.21004  0.098
H: -2.82246 0.09299 0.29272  0.078
H: -1.39990 0.89434 -1.92127  0.038
H: 2.86702 0.67128 2.27836  0.024
H: 1.25665 1.40775 -0.94892  0.125
H: -1.94271 -2.92458 1.74503  0.123
H: -2.36986 -2.93355 -2.00623  0.091
H: 2.88081 -0.41227 3.38139  0.066
H: 0.38664 1.47477 1.29194  0.122
H: -3.00745 1.44989 1.40377  0.094
H: 1.10412 -1.87890 -2.05955  0.034
H: 4.50990 2.04190 1.09043  0.093
H: -0.15969 3.26341 -0.12130  0.077

[6]
Computed, not measured: a 2-piece molecular cluster, C4H6OS overall, with the ωB97M-V functional and the def2-TZVPD basis.

Calculated values
- E: -17125.0506 eV
- SMILES string: C=CC=O.C=S
- Relative energy (zero: lowest compared OMol25 entry of this formula, charge and spin): 297.1 kJ/mol
- E_HOMO: -8.869 eV
- Orbital gap: 8.34 eV
- Maximum force: 0.03772 Eh/bohr

Each line ends with the Löwdin charge.
Atoms and positions in Å:
S: -1.88616 -0.16997 0.83086  0.677
O: 0.84549 1.46886 -0.07299  0.024
C: 0.97360 0.58788 0.72205  -0.421
C: 1.39937 -0.76704 0.40311  -0.183
C: 1.40574 -1.25400 -0.85449  0.043
C: -2.47789 0.89275 -0.23880  -0.528
H: -1.85943 1.39026 -1.03821  0.025
H: -3.53183 1.29525 -0.22358  0.019
H: 1.18002 -0.62269 -1.73969  0.088
H: 1.56097 -2.35811 -0.84961  0.074
H: 0.60887 0.73474 1.70070  0.070
H: 1.78126 -1.19794 1.36066  0.113

Copy entry 2 word for word.
Computed, not measured: one molecule with the formula C3H2ClNOS, with the ωB97M-V functional and the def2-TZVPD basis.

Calculated values
- E: -30037.8940 eV
- SMILES string: S=c1[nH]c(Cl)co1
- Relative energy (zero: lowest compared OMol25 entry of this formula, charge and spin): 16.5 kJ/mol
- E_HOMO: -8.279 eV
- Orbital gap: 8.80 eV
- Maximum force: 0.04539 Eh/bohr

Each line ends with the Löwdin charge.
Atoms and positions in Å:
Cl: 2.69804 -0.43480 -0.06348  0.732
S: -2.74150 -0.45597 -0.04878  0.630
O: -0.75288 1.29310 -0.03020  0.004
N: -0.00984 -0.70563 0.14683  0.076
C: 0.59024 1.34377 0.05886  -0.106
C: 1.07965 0.08595 0.05918  -0.725
C: -1.16512 0.01176 0.00797  -0.884
H: 1.05991 2.31103 0.06004  0.132
H: 0.00075 -1.67814 0.25738  0.140

Q: Which formula does entry 4 have?
A: C6H19BBrN3OP

Q: The highest E belongs to which entry?
A: C4H6OS

Q: Look up the E of the second one.
A: -30037.8940 eV